{
  "formula": "C22H51BN4O2Si2Sn",
  "method": "ωB97M-V/def2-TZVPD",
  "symbols": ["O", "O", "C", "C", "H", "H", "H", "H", "H", "C", "C", "H", "H", "H", "H", "H", "C", "C", "C", "H", "H", "H", "H", "H", "C", "H", "H", "H", "H", "H", "H", "Sn", "C", "Si", "H", "H", "C", "C", "C", "C", "Si", "H", "H", "C", "C", "C", "H", "H", "H", "H", "H", "H", "H", "H", "H", "H", "H", "H", "H", "H", "H", "H", "H", "H", "B", "N", "C", "C", "C", "N", "N", "C", "C", "C", "N", "H", "H", "H", "H", "H", "H", "H", "H"],
  "coordinates": [[-1.496, -1.833, -2.950], [2.075, 1.471, -4.603], [-0.441, -2.758, -3.286], [-0.774, -4.184, -2.883], [0.462, -2.405, -2.761], [-0.271, -2.720, -4.372], [-0.885, -4.301, -1.801], [0.071, -4.811, -3.180], [-1.659, -4.575, -3.400], [-2.143, -1.078, -3.999], [-1.533, -1.161, -5.390], [-2.170, -0.027, -3.644], [-3.190, -1.439, -4.052], [-0.492, -0.817, -5.407], [-2.101, -0.477, -6.033], [-1.599, -2.175, -5.815], [1.176, 2.718, -4.662], [2.864, 1.015, -5.732], [-0.199, 2.384, -5.215], [1.713, 3.451, -5.276], [1.132, 3.077, -3.625], [-0.170, 2.408, -6.311], [-0.946, 3.126, -4.884], [-0.535, 1.384, -4.901], [2.084, 1.197, -7.002], [3.077, -0.036, -5.506], [3.807, 1.580, -5.743], [1.172, 0.579, -7.013], [2.744, 0.845, -7.803], [1.822, 2.253, -7.178], [2.454, 1.153, -3.673], [-0.788, 0.303, -0.273], [2.159, -0.370, -2.538], [3.719, 0.404, -1.941], [1.867, -1.173, -1.832], [1.212, 0.051, -2.894], [4.910, -0.190, -3.269], [4.358, -0.292, -0.295], [3.616, 2.250, -1.653], [-2.158, -1.384, -0.168], [-3.746, -0.384, -0.444], [-2.079, -1.950, 0.771], [-1.934, -2.051, -1.009], [-4.712, -1.307, -1.757], [-3.562, 1.407, -1.022], [-4.632, -0.362, 1.201], [2.997, 2.814, -2.357], [4.620, 2.690, -1.674], [3.227, 2.445, -0.643], [4.497, -1.128, -3.666], [5.889, -0.436, -2.847], [5.075, 0.498, -4.105], [3.628, -0.999, 0.124], [4.537, 0.501, 0.449], [5.310, -0.823, -0.440], [-4.025, 1.491, -2.016], [-2.549, 1.850, -1.123], [-4.111, 2.058, -0.325], [-5.166, 0.586, 1.334], [-3.955, -0.502, 2.053], [-5.366, -1.181, 1.189], [-5.700, -1.571, -1.352], [-4.196, -2.235, -2.039], [-4.860, -0.705, -2.663], [-1.381, -0.429, 2.984], [0.158, -0.490, 2.685], [1.137, -0.554, 3.614], [2.273, 0.055, 3.093], [1.920, 0.494, 1.807], [0.669, 0.063, 1.531], [-1.811, 1.038, 2.574], [-2.287, 2.004, 3.379], [-2.179, 3.224, 2.715], [-1.689, 2.943, 1.439], [-1.493, 1.606, 1.365], [-1.580, -0.547, 4.166], [-1.998, -1.304, 2.433], [0.946, -0.998, 4.582], [3.221, 0.216, 3.580], [2.501, 1.097, 1.117], [-2.588, 1.753, 4.386], [-2.469, 4.190, 3.082], [-1.422, 3.617, 0.625]],
  "homo_lumo_gap_ha": 0.2077,
  "e_homo_ev": -5.43,
  "total_charge": 0,
  "max_force_ev_per_a": 2.08,
  "energy_ev": -55955.3866
}

***

{
  "formula": "C32H55N3O10S5",
  "method": "ωB97M-V/def2-TZVPD",
  "symbols": ["O", "S", "O", "C", "C", "C", "C", "H", "H", "H", "H", "H", "H", "H", "H", "O", "S", "O", "C", "C", "C", "C", "H", "H", "H", "H", "H", "H", "H", "H", "O", "S", "O", "C", "C", "C", "C", "H", "H", "H", "H", "H", "H", "H", "H", "O", "S", "O", "C", "C", "C", "C", "H", "H", "H", "H", "H", "H", "H", "H", "O", "S", "O", "C", "C", "C", "C", "H", "H", "H", "H", "H", "H", "H", "H", "C", "C", "C", "N", "C", "H", "H", "H", "H", "H", "C", "C", "C", "N", "C", "H", "H", "H", "H", "H", "C", "C", "C", "N", "C", "H", "H", "H", "H", "H"],
  "coordinates": [[0.410, 15.830, 6.854], [0.575, 14.359, 7.051], [-0.306, 13.702, 8.022], [0.653, 13.412, 5.398], [2.092, 13.525, 4.993], [3.007, 13.243, 6.171], [2.357, 13.938, 7.455], [-0.144, 13.699, 4.713], [0.659, 12.350, 5.643], [2.240, 12.928, 4.094], [2.284, 14.540, 4.645], [4.035, 13.549, 5.974], [3.075, 12.163, 6.305], [2.763, 14.933, 7.637], [2.348, 13.343, 8.369], [-2.380, 16.841, 9.197], [-1.709, 18.055, 9.688], [-1.880, 18.387, 11.079], [0.147, 17.963, 9.384], [0.316, 18.901, 8.161], [-0.591, 20.073, 8.422], [-1.949, 19.596, 8.738], [0.280, 16.892, 9.229], [0.598, 18.291, 10.320], [1.333, 19.286, 8.084], [0.144, 18.366, 7.227], [-0.577, 20.762, 7.577], [-0.201, 20.725, 9.203], [-2.549, 19.288, 7.881], [-2.626, 20.160, 9.379], [3.686, 12.796, 2.110], [3.105, 13.021, 0.825], [3.618, 12.452, -0.464], [1.305, 12.500, 0.856], [0.484, 13.749, 0.328], [1.371, 14.867, -0.328], [2.673, 14.859, 0.538], [1.125, 12.375, 1.924], [1.203, 11.631, 0.206], [-0.242, 13.421, -0.416], [-0.197, 14.125, 1.092], [0.822, 15.807, -0.385], [1.459, 14.656, -1.393], [2.306, 15.203, 1.505], [3.535, 15.442, 0.214], [6.139, 19.346, 9.255], [4.716, 19.287, 9.331], [3.869, 20.049, 8.437], [4.190, 17.492, 9.342], [4.481, 17.110, 10.771], [3.800, 18.144, 11.636], [4.144, 19.614, 11.084], [4.739, 17.018, 8.528], [3.135, 17.389, 9.090], [4.159, 16.080, 10.928], [5.557, 17.070, 10.944], [3.996, 17.993, 12.698], [2.713, 18.057, 11.624], [5.038, 20.033, 11.545], [3.407, 20.414, 11.004], [1.760, 13.081, 11.830], [1.125, 14.313, 11.439], [1.757, 15.205, 10.455], [-0.679, 14.097, 10.934], [-1.564, 14.388, 12.077], [-0.880, 15.538, 12.822], [0.665, 15.369, 12.943], [-0.806, 13.138, 10.432], [-0.894, 14.905, 10.234], [-2.598, 14.638, 11.843], [-1.577, 13.489, 12.694], [-1.358, 15.684, 13.790], [-1.148, 16.458, 12.302], [0.772, 14.791, 13.861], [1.338, 16.226, 12.940], [5.856, 15.054, 4.683], [5.451, 15.976, 5.575], [6.517, 16.172, 6.499], [7.526, 15.343, 6.253], [7.143, 14.602, 5.082], [5.277, 14.680, 3.852], [4.479, 16.444, 5.636], [6.635, 16.840, 7.339], [8.299, 15.145, 6.873], [7.792, 13.813, 4.733], [2.256, 17.689, 2.776], [1.323, 18.016, 1.818], [0.090, 17.762, 2.401], [0.199, 17.360, 3.697], [1.526, 17.307, 3.936], [3.330, 17.718, 2.667], [1.510, 18.267, 0.784], [-0.898, 17.800, 1.966], [-0.554, 17.034, 4.286], [1.941, 16.939, 4.863], [-3.021, 16.931, 4.742], [-3.624, 16.280, 3.649], [-3.604, 14.931, 3.922], [-3.014, 14.687, 5.137], [-2.697, 15.925, 5.626], [-2.948, 17.998, 4.895], [-4.023, 16.727, 2.750], [-3.970, 14.123, 3.306], [-2.734, 13.790, 5.509], [-2.209, 16.011, 6.586]],
  "homo_lumo_gap_ha": 0.3037,
  "e_homo_ev": -8.01,
  "total_charge": 0,
  "max_force_ev_per_a": 4.98,
  "energy_ev": -113192.9503,
  "smiles": "O=S1(=O)CCCC1.O=S1(=O)CCCC1.O=S1(=O)CCCC1.O=S1(=O)CCCC1.O=S1(=O)CCCC1.c1cc[nH]c1.c1cc[nH]c1.c1cc[nH]c1"
}

***

{
  "formula": "C5H10N2O",
  "method": "ωB97M-V/def2-TZVPD",
  "symbols": ["C", "C", "C", "C", "C", "N", "N", "O", "H", "H", "H", "H", "H", "H", "H", "H", "H", "H"],
  "coordinates": [[0.656, 0.333, -0.087], [0.053, -1.052, -0.067], [-1.508, 0.981, 0.780], [1.511, 0.853, 0.987], [0.391, -1.631, -1.411], [-1.432, -1.158, -0.062], [-2.089, -0.164, 0.191], [-2.065, 2.129, 0.464], [0.886, 0.858, -1.087], [0.402, -1.731, 0.666], [-1.356, 0.929, 1.854], [1.753, 1.863, 0.745], [2.426, 0.130, 0.972], [1.143, 0.896, 2.035], [0.443, -0.900, -2.271], [-0.304, -2.393, -1.677], [1.306, -2.191, -1.597], [-2.218, 2.247, -0.436]],
  "e_above_lowest_kj_mol": 58.6,
  "homo_lumo_gap_ha": [0.2572, 0.2864],
  "spin_multiplicity": 3,
  "e_homo_ev": [-6.13, -8.75],
  "total_charge": 0,
  "max_force_ev_per_a": 3.73,
  "energy_ev": -10368.5984,
  "s2": 2.03
}

***

{
  "formula": "C14H16NO4PV",
  "method": "ωB97M-V/def2-TZVPD",
  "symbols": ["O", "P", "O", "O", "C", "C", "C", "C", "C", "C", "C", "C", "C", "O", "C", "C", "C", "N", "C", "C", "H", "H", "H", "H", "H", "H", "H", "H", "H", "H", "H", "H", "H", "H", "H", "H", "V"],
  "coordinates": [[0.154, 4.306, 0.520], [-0.178, 2.741, 0.315], [0.508, 1.912, 1.678], [0.751, 2.243, -1.094], [0.015, 1.240, -1.878], [0.942, 0.662, -3.118], [2.395, 0.072, -2.607], [2.212, -1.188, -1.559], [2.026, -0.829, 0.033], [1.788, -1.928, 1.232], [1.750, -3.520, 0.811], [1.979, -3.894, -0.773], [2.208, -2.773, -1.982], [-1.895, 2.628, 0.136], [-2.529, 1.705, 1.081], [-3.399, 0.444, 0.407], [-4.156, -0.562, 1.460], [-4.153, -0.498, 2.962], [-3.353, 0.637, 3.534], [-2.527, 1.799, 2.719], [1.489, 2.187, 1.741], [-0.912, 1.821, -2.360], [-0.357, 0.320, -1.246], [0.385, -0.226, -3.683], [1.168, 1.478, -3.938], [3.058, -0.330, -3.502], [3.049, 0.927, -2.094], [2.065, 0.301, 0.340], [1.638, -1.521, 2.337], [1.553, -4.307, 1.671], [1.978, -5.047, -1.082], [2.332, -3.081, -3.116], [-3.466, 0.344, -0.770], [-4.808, -1.435, 0.971], [-3.314, 0.711, 4.725], [-1.933, 2.675, 3.244], [1.535, -0.012, 2.880]],
  "e_above_lowest_kj_mol": 1678.6,
  "homo_lumo_gap_ha": 0.0916,
  "e_homo_ev": -17.94,
  "total_charge": 3,
  "max_force_ev_per_a": 9.84,
  "energy_ev": -59379.6312
}

***

{
  "formula": "C4H9NO2S",
  "method": "ωB97M-V/def2-TZVPD",
  "symbols": ["C", "C", "C", "S", "N", "C", "O", "O", "H", "H", "H", "H", "H", "H", "H", "H", "H"],
  "coordinates": [[-1.872, -0.784, 0.556], [-0.355, -0.545, 0.286], [0.246, -0.876, -1.149], [-0.954, -0.726, -2.497], [0.030, 0.824, 0.626], [1.134, 0.859, 1.477], [1.326, 2.084, 1.946], [1.931, -0.033, 1.564], [-2.014, -1.676, 1.140], [-2.354, 0.125, 0.895], [-2.423, -0.974, -0.391], [0.054, -1.228, 1.034], [0.682, -1.863, -1.353], [1.026, -0.138, -1.331], [-1.818, 0.086, -1.926], [-0.738, 1.448, 0.459], [1.940, 2.128, 2.678]],
  "e_above_lowest_kj_mol": 73.2,
  "homo_lumo_gap_ha": [0.3832, 0.1880],
  "spin_multiplicity": 2,
  "e_homo_ev": [-14.25, -14.20],
  "total_charge": 1,
  "max_force_ev_per_a": 2.57,
  "energy_ev": -20705.0732,
  "s2": 0.75
}

***

{
  "formula": "C2H6O2",
  "method": "ωB97M-V/def2-TZVPD",
  "symbols": ["C", "C", "O", "H", "H", "H", "H", "O", "H", "H"],
  "coordinates": [[-1.298, -2.305, -1.460], [-1.202, -2.438, -0.145], [-0.373, -1.594, 0.554], [-1.884, -3.033, -2.008], [-0.959, -1.446, -2.024], [-1.690, -3.200, 0.452], [-0.454, -1.651, 1.512], [2.283, 5.143, 0.818], [2.086, 5.019, -0.119], [3.238, 5.018, 0.852]],
  "e_above_lowest_kj_mol": 106.6,
  "homo_lumo_gap_ha": 0.3647,
  "e_homo_ev": -9.04,
  "total_charge": 0,
  "max_force_ev_per_a": 0.98,
  "energy_ev": -6265.1495,
  "smiles": "C=CO.O"
}